(1)
11
Properties=species:S:1:pos:R:3:lowdin_charge:R:1 method="wB97M-V/def2-TZVPD" lumo_energy_ev=-1.7 gap_ha=0.2648
C -0.377 1.328 -0.151 -1.17
C -0.370 -0.166 -0.415 -0.52
C -1.503 -0.959 -0.310 -0.46
C 1.024 -0.719 -0.626 -0.11
C 2.305 -0.852 -0.376 0.07
H 1.033 0.457 1.997 0.15
H -1.527 -2.121 -0.127 0.12
H 3.551 -0.954 -0.070 0.13
S -0.302 1.812 1.561 0.64
S -0.766 2.347 -1.525 0.59
Cl -3.067 -0.172 0.043 0.56

=====

(2)
63
Properties=species:S:1:pos:R:3:lowdin_charge:R:1 method="wB97M-V/def2-TZVPD" lumo_energy_ev=-21.6 total_charge=+6 gap_ha=0.0872
Hf 1.356 3.122 -1.418 2.12
C 7.760 -2.181 -5.749 0.08
N 6.524 -2.278 -4.924 -0.06
C 5.309 -2.227 -5.512 0.04
C 4.141 -2.447 -4.800 0.05
C 4.135 -2.704 -3.423 -0.12
C 5.408 -2.690 -2.820 0.06
C 6.548 -2.516 -3.604 0.04
C 2.928 -2.736 -2.576 -0.12
C 2.904 -3.546 -1.452 0.08
C 1.838 -3.506 -0.561 0.05
N 0.775 -2.746 -0.819 -0.09
C 0.738 -1.924 -1.890 -0.02
C 1.779 -1.964 -2.857 0.06
C -0.351 -2.670 0.163 0.06
H 7.959 -3.094 -6.311 0.14
H 8.556 -1.768 -5.140 0.12
H 7.481 -1.507 -6.562 0.12
H 5.268 -1.989 -6.567 0.16
H 3.251 -2.392 -5.415 0.14
H 5.624 -2.909 -1.784 0.14
H 7.534 -2.492 -3.158 0.16
H 3.776 -4.133 -1.197 0.15
H 1.661 -4.185 0.264 0.17
H -0.120 -1.302 -2.094 0.11
H 1.829 -1.299 -3.708 0.12
H -0.499 -1.622 0.404 0.07
H -0.085 -3.253 1.039 0.11
H -1.207 -3.108 -0.349 0.13
C -0.118 1.607 6.795 0.08
N -1.186 1.459 5.754 -0.06
C -2.453 1.812 5.958 0.06
C -3.363 1.834 4.925 0.07
C -3.016 1.281 3.706 -0.14
C -1.743 0.698 3.549 0.04
C -0.845 0.856 4.584 0.01
C -4.029 1.279 2.656 -0.12
C -3.750 1.757 1.351 0.01
C -4.759 1.960 0.439 0.00
N -6.039 1.702 0.798 -0.05
C -6.379 1.388 2.050 0.07
C -5.385 1.101 2.977 0.08
C -7.040 1.868 -0.285 0.06
H 0.844 1.324 6.375 0.10
H -0.359 0.877 7.565 0.13
H -0.059 2.656 7.073 0.13
H -2.619 2.266 6.930 0.18
H -4.286 2.361 5.125 0.16
H -1.376 0.383 2.584 0.10
H 0.165 0.490 4.471 0.14
H -2.764 2.128 1.062 0.07
H -4.498 2.488 -0.466 0.15
H -7.397 1.149 2.334 0.18
H -5.640 0.687 3.943 0.15
H -6.738 2.674 -0.950 0.11
H -8.066 2.008 0.047 0.13
H -7.088 1.002 -0.950 0.13
B -0.442 4.744 -1.332 -0.26
H -1.207 5.574 -1.524 0.11
H 0.601 5.136 -1.578 0.01
H -0.392 4.217 -0.319 0.02
H -0.666 3.861 -2.036 0.00
Cl -0.730 1.441 -0.792 0.08

=====

(3)
7
Properties=species:S:1:pos:R:3:lowdin_charge:R:1 method="wB97M-V/def2-TZVPD" lumo_energy_ev=3.4 total_charge=-1 gap_ha=0.2821
C -0.771 -0.455 -0.243 -1.06
C 0.416 0.286 0.202 -0.73
O -0.677 -1.180 -1.257 -0.11
F 0.372 1.211 1.179 0.00
F 0.845 1.475 -1.130 -0.30
S -1.971 -0.534 0.990 0.48
Cl 1.787 -0.803 0.258 0.72

=====

(4)
19
Properties=species:S:1:pos:R:3:lowdin_charge:R:1 method="wB97M-V/def2-TZVPD" lumo_energy_ev=0.3 smiles=CCSS.O.O.O gap_ha=0.3091
C 0.345 1.920 1.875 -0.19
C 0.881 0.948 0.875 -0.60
S 1.559 1.601 -0.690 0.39
S -0.002 2.347 -1.824 0.31
H 0.189 1.401 2.832 0.08
H -0.588 2.433 1.667 0.06
H 1.060 2.723 2.079 0.08
H 0.027 0.499 0.341 0.03
H 1.515 0.148 1.232 0.07
H -1.054 1.879 -1.149 -0.20
H -1.274 -0.516 -4.413 0.03
H 0.115 -0.497 -3.817 0.02
O -0.800 -0.645 -3.586 -0.08
H -1.795 0.913 1.760 -0.01
H -2.885 0.205 1.002 0.06
O -2.673 1.084 1.394 -0.07
H 2.030 -5.746 0.834 0.02
H 1.755 -4.923 -0.403 0.02
O 1.594 -5.775 -0.009 -0.04